Record 1
# C44H102B2Br2F8LiO21Ti

A molecular structure, C44H102B2Br2F8LiO21Ti in a non-equilibrium geometry (wB97M-V/def2-TZVPD, OMol25).

Output
Multiplicity = 4
M = 1355.50 g mol⁻¹
HOMO-LUMO gap (spin up / spin down) = 0.1926 / 0.3509 Ha

Structure (XYZ):
```
181
C44H102B2Br2F8LiO21Ti (wB97M-V/def2-TZVPD)
Ti 3.89724 -2.76586 -1.66715
Li -0.05493 -4.05204 -1.26386
B 0.44248 -1.32430 -1.37479
F -0.41489 -0.61362 -0.52412
F 0.93012 -2.54314 -0.69225
F -0.23818 -1.79702 -2.51919
F 1.48001 -0.49578 -1.74445
B 2.23107 -5.40400 -2.48201
F 3.22952 -4.87421 -1.44476
F 1.85596 -4.33322 -3.30603
F 2.74781 -6.46240 -3.15004
F 1.12793 -5.71748 -1.65312
C 3.15931 -3.36833 1.73557
O 3.94218 -2.68715 0.74129
C 4.61615 -1.52974 1.22819
C 5.53904 -0.98132 0.14161
O 4.82930 -0.57593 -1.04447
C 5.59671 -0.25757 -2.20512
C 4.61642 -0.15438 -3.45196
O 3.72939 -1.21930 -3.51817
C 3.32605 -1.57504 -4.82521
H 3.87832 -3.82414 2.42434
H 2.64836 -4.17829 1.21341
H 2.47745 -2.72681 2.28931
H 5.25804 -1.86655 2.03717
H 3.85209 -0.79959 1.45435
H 6.28741 -1.74284 -0.13791
H 6.05820 -0.11583 0.63098
H 6.41032 -0.95823 -2.33510
H 6.04126 0.71846 -2.02724
H 5.21814 -0.18493 -4.35118
H 4.05234 0.75224 -3.29621
H 4.18735 -2.03019 -5.32894
H 2.93668 -0.75174 -5.43303
H 2.52825 -2.28844 -4.61177
C -6.63295 -3.25603 -1.98108
O -6.60711 -2.05672 -1.24080
C -5.60732 -1.91163 -0.27948
C -5.76048 -2.61046 1.02383
O -5.50946 -4.02634 0.83837
C -5.51464 -4.68487 2.06285
C -5.41810 -6.19146 1.84056
O -4.17866 -6.49545 1.23771
C -4.12570 -7.83665 0.82358
H -5.65359 -3.56944 -2.35578
H -7.32556 -3.11946 -2.78542
H -6.82931 -4.10520 -1.33351
H -5.54979 -0.84480 -0.03532
H -4.63790 -2.24673 -0.73151
H -6.72736 -2.39643 1.53449
H -5.03417 -2.23618 1.75236
H -6.44248 -4.49523 2.61565
H -4.64572 -4.34384 2.66419
H -6.27969 -6.58828 1.32581
H -5.45214 -6.72974 2.78513
H -4.82543 -8.00011 -0.00472
H -4.37553 -8.62462 1.55617
H -3.10638 -8.03456 0.51257
C -1.11685 -0.33925 4.68492
O -0.37464 -1.26674 3.97031
C 0.29218 -0.85200 2.85009
C 1.15877 0.38661 2.85693
O 1.97636 0.30274 4.06006
C 2.72091 1.41563 4.45414
C 3.53783 1.00874 5.69738
O 4.65066 0.08754 5.47629
C 5.87157 0.59845 4.93488
H -2.06314 -0.01612 4.22138
H -0.55594 0.58015 4.91789
H -1.40098 -0.78526 5.64504
H -0.42567 -0.76459 2.01711
H 0.90242 -1.72145 2.63967
H 0.47645 1.25975 2.89612
H 1.73547 0.38300 1.91366
H 2.03216 2.23576 4.78895
H 3.37272 1.86024 3.64492
H 2.81497 0.47987 6.29997
H 3.95078 1.92401 6.12346
H 6.60240 -0.20659 5.07661
H 6.21926 1.51020 5.43247
H 5.77119 0.87571 3.87627
C -3.29799 -0.16564 1.59575
O -4.53061 0.34223 2.04088
C -4.72237 1.69549 1.63381
C -4.62248 2.66571 2.84415
O -3.24263 2.81497 3.09844
C -2.82532 3.43192 4.35426
C -2.95623 4.92519 4.42661
O -4.31398 5.25403 4.47783
C -4.58023 6.65071 4.66566
H -2.48144 0.55415 1.72352
H -3.39527 -0.44253 0.52957
H -3.04485 -1.03970 2.20368
H -5.73239 1.69976 1.17565
H -3.95752 1.99116 0.90066
H -5.22158 2.35365 3.71568
H -5.00075 3.66354 2.52854
H -1.74062 3.23833 4.31687
H -3.24379 2.95935 5.24257
H -2.44456 5.40061 3.56059
H -2.40454 5.28568 5.31107
H -4.60228 7.07499 3.67522
H -3.75470 7.05055 5.27918
H -5.53602 6.64631 5.14182
C -1.02066 -5.24008 -4.40420
O -1.30439 -4.98609 -3.03048
C -2.68237 -4.82194 -2.76527
C -2.90157 -4.68022 -1.29667
O -2.03448 -3.59593 -0.89041
C -1.99922 -3.27636 0.54178
C -1.43422 -4.41809 1.38216
O -0.37710 -4.95256 0.65405
C 0.24342 -6.12063 1.26599
H 0.03596 -5.01582 -4.53469
H -1.66670 -4.61145 -5.04672
H -1.35079 -6.24886 -4.61489
H -3.26927 -5.68776 -3.16634
H -2.95598 -3.90280 -3.29968
H -2.70980 -5.53248 -0.67907
H -3.95331 -4.46375 -1.09904
H -3.00891 -3.11892 0.91431
H -1.39754 -2.39534 0.54897
H -2.19238 -5.18635 1.61883
H -1.07622 -4.04299 2.33781
H 0.81224 -5.81875 2.16316
H 0.91481 -6.48671 0.50338
H -0.49890 -6.87886 1.45637
C 3.57542 3.16350 -0.92724
O 3.70229 4.53822 -0.93422
C 2.63930 5.29314 -1.51225
C 2.95853 6.76666 -1.61282
O 3.89603 7.30663 -2.52546
C 5.27400 7.19659 -2.17294
C 6.02434 7.65766 -3.40028
O 7.44143 7.69570 -3.26592
C 8.22596 6.50226 -3.21248
H 2.62113 2.88714 -0.49103
H 4.33866 2.78944 -0.24330
H 3.59744 2.74441 -1.95166
H 1.69051 5.11767 -1.03026
H 2.47184 4.99702 -2.55788
H 3.30528 7.01638 -0.59611
H 2.05884 7.28998 -1.91336
H 5.37891 6.15295 -1.84738
H 5.47107 7.82599 -1.31516
H 5.72599 8.67827 -3.63651
H 5.79830 7.03145 -4.25939
H 7.78375 5.78231 -2.53617
H 9.16349 6.82876 -2.75561
H 8.34742 6.01400 -4.19742
C 0.44605 4.74876 1.97940
O 0.78705 3.51304 1.36616
C -0.32369 2.92713 0.82566
C -1.04958 3.57210 -0.32507
O -0.26892 3.55051 -1.50580
C -0.08008 2.25483 -1.96193
C 0.28037 2.20310 -3.39285
O -0.81571 2.50919 -4.25811
C -0.49181 2.96396 -5.56280
H -0.55240 4.72369 2.43353
H 0.56989 5.51580 1.23102
H 1.26217 5.03441 2.63379
H -1.04457 2.76879 1.63372
H 0.02346 1.94948 0.50882
H -1.16434 4.61630 -0.07487
H -1.99420 3.09254 -0.55837
H -0.99560 1.72088 -1.71618
H 0.71805 1.74030 -1.42728
H 0.65947 1.19137 -3.61082
H 1.08771 2.91872 -3.67034
H -0.10115 2.11205 -6.09539
H 0.31887 3.70717 -5.59936
H -1.41254 3.34702 -5.99134
Br -4.13477 0.79870 -2.42138
C -3.38815 -0.81022 -3.19986
C -2.70138 -0.33094 -4.45289
Br -1.87133 -1.85132 -5.42793
H -4.17433 -1.48150 -3.52521
H -2.69114 -1.21206 -2.45004
H -1.86574 0.32229 -4.20161
H -3.37440 0.21659 -5.10148
```

Löwdin atomic charge list, values in e, 99 entries: 0.871, 0.652, -1.227, 0.125, 0.010, 0.096, 0.154, -1.163, -0.078, 0.113, 0.198, 0.084, -0.032, -0.282, -0.161, -0.177, -0.226, -0.158, -0.164, -0.292, -0.055, 0.102, 0.087, 0.077, 0.138, 0.125, 0.124, 0.141, 0.108, 0.122, 0.128, 0.114, 0.102, 0.102, 0.093, -0.090, -0.160, -0.237, -0.165, -0.151, -0.207, -0.195, -0.202, -0.112, 0.072, 0.087, 0.080, 0.103, 0.125, 0.148, 0.103, 0.131, 0.137, 0.123, 0.124, 0.094, 0.094, 0.084, -0.107, -0.150, -0.230, -0.140, -0.141, -0.219, -0.155, -0.201, -0.112, 0.080, 0.086, 0.096, 0.111, 0.102, 0.113, 0.133, 0.131, 0.136, 0.122, 0.117, 0.089, 0.080, 0.071, -0.130, -0.195, -0.174, -0.180, -0.166, -0.160, -0.249, -0.203, -0.061, 0.080, 0.075, 0.083, 0.132, 0.108, 0.135, 0.124, 0.118, 0.131

=====

Record 2
# C21H21CdF3N3O9PSTe

A molecular structure, C21H21CdF3N3O9PSTe in a non-equilibrium geometry (wB97M-V/def2-TZVPD, OMol25).

Output
M = 819.46 g mol⁻¹
HOMO-LUMO gap = 0.2189 Ha
Charge = -2
ΔE to the lowest compared entry with this formula, charge and spin = 0.676 eV

Structure (XYZ):
```
61
C21H21CdF3N3O9PSTe (wB97M-V/def2-TZVPD)
Cd 0.43344 -0.55087 -0.62437
O 1.30584 3.26415 -3.15180
C 1.44161 2.10622 -2.44566
O 1.53326 2.09283 -1.25724
C 1.48834 0.89338 -3.31547
C 1.74345 0.99183 -4.66844
C 1.86272 -0.18214 -5.40177
C 1.74607 -1.38977 -4.74999
C 1.48553 -1.40388 -3.38351
N 1.35544 -0.27719 -2.68841
C 1.38595 -2.75502 -2.63646
O 1.47305 -3.75400 -3.36981
O 1.25380 -2.68211 -1.39323
H 1.28935 3.95599 -2.47489
H 1.84844 1.96570 -5.12312
H 2.05336 -0.14461 -6.46802
H 1.84368 -2.34238 -5.24985
F 6.24366 -0.38431 1.39762
C 5.45087 -0.33965 2.45444
F 5.71959 0.84453 3.08337
F 5.94184 -1.28948 3.31750
C 3.97352 -0.52555 2.25710
C 3.29593 -0.78443 3.43316
C 1.92511 -0.96321 3.43888
C 1.28566 -0.86438 2.22474
N 1.90268 -0.60313 1.06922
C 3.26950 -0.41967 1.00765
S 3.99528 -0.08846 -0.48505
H 3.85790 -0.86256 4.35644
H 1.37250 -1.15974 4.34644
H 0.21359 -1.02640 2.16367
C -2.57255 -0.73526 3.59691
C -2.47389 0.60771 2.91122
O -2.00158 0.41210 1.57204
P -1.39835 1.65710 0.74706
O -1.11113 1.20343 -0.65948
Te 0.22710 2.86188 1.94527
O -2.79244 2.52792 0.71181
C -2.77114 3.79182 0.05007
C -3.02797 4.91418 1.03663
H -2.97686 -0.59048 4.60238
H -1.59473 -1.21348 3.66463
H -3.21573 -1.41675 3.03843
H -1.78970 1.26655 3.44779
H -3.44898 1.09920 2.86846
H -3.54971 3.77507 -0.71696
H -1.81357 3.94525 -0.45360
H -3.97725 4.75216 1.55340
H -3.07644 5.87149 0.50760
H -2.22489 4.94604 1.77126
O -1.55053 -2.86866 1.66280
C -1.89583 -2.70445 0.50244
C -3.04912 -3.48435 -0.13577
C -3.13371 -2.92149 -1.54870
C -1.97675 -1.92703 -1.60051
O -1.65992 -1.31439 -2.60830
N -1.34931 -1.83768 -0.39115
H -3.95188 -3.34086 0.45783
H -2.78894 -4.54304 -0.11044
H -4.06251 -2.38955 -1.75632
H -2.98268 -3.66613 -2.32998
```

Need the natural (NBO) charges? In units of e they are: 1.729, -0.708, 0.761, -0.522, 0.083, -0.225, -0.187, -0.205, 0.154, -0.488, 0.740, -0.737, -0.770, 0.496, 0.223, 0.199, 0.246, -0.301, 0.987, -0.355, -0.364, -0.267, -0.119, -0.339, 0.091, -0.649, 0.103, -0.354, 0.206, 0.207, 0.221, -0.619, -0.071, -0.842, 1.998, -1.198, -0.642, -0.844, -0.061, -0.634, 0.185, 0.227, 0.217, 0.201, 0.166, 0.163, 0.190, 0.193, 0.187, 0.239, -0.662, 0.687, -0.514, -0.519, 0.689, -0.654, -0.800, 0.209, 0.219, 0.213, 0.221

=====

Record 3
# C3H5N3

A gas-phase ion, C3H5N3 (charge +2) in a non-equilibrium geometry (wB97M-V/def2-TZVPD, OMol25).

Output
M = 83.09 g mol⁻¹
HOMO-LUMO gap (spin up / spin down) = 0.3104 / 0.3528 Ha
Charge = +2
ΔE to the lowest compared entry with this formula, charge and spin = 4.015 eV

Structure (XYZ):
```
11
C3H5N3 (wB97M-V/def2-TZVPD)
C 0.09504 1.37221 -1.15705
C 1.14917 -1.14662 -1.47251
C -0.05894 0.33825 -0.12117
N 0.77742 1.33287 -2.21294
N 0.51751 -0.93085 -0.39973
N -0.62244 0.48185 0.97462
H -0.23433 2.44160 -1.08911
H 1.77998 -1.85594 -1.84494
H 0.47283 -1.60911 0.27720
H -1.16371 1.25260 1.49807
H -0.67481 -0.27559 1.70744
```

Need the natural (NBO) charges? In units of e they are: -0.185, 0.550, 0.559, 0.110, -0.546, -0.569, 0.346, 0.258, 0.467, 0.532, 0.478

=====

Record 4
# C2H3O2S2

2 unconnected molecules or ions with the total composition C2H3O2S2 in a non-equilibrium geometry (wB97M-V/def2-TZVPD, OMol25).

Output
M = 123.18 g mol⁻¹
HOMO-LUMO gap (spin up / spin down) = 0.1962 / 0.2396 Ha
Charge = -1
ΔE to the lowest compared entry with this formula, charge and spin = 3.527 eV

Structure (XYZ):
```
9
C2H3O2S2 (wB97M-V/def2-TZVPD)
C 0.60050 0.35374 -1.12883
C -0.44131 -0.61491 -0.88828
O 0.81215 0.11623 2.59793
O -1.60904 0.39244 2.46802
S 0.76936 -1.22379 -2.04847
S -0.47047 -0.50183 2.25262
H 0.47576 1.43291 -1.64129
H 1.34272 0.52236 -0.43205
H -1.47966 -0.47717 -1.17966
```

Need the natural (NBO) charges? In units of e they are: -0.495, -0.550, -0.957, -0.957, -0.030, 1.447, 0.165, 0.197, 0.180

=====

> What is the M in the third record?

83.09 g mol⁻¹